This record from OMol25 describes a structure of composition C42H62BFHfN6O3P2S at a distorted geometry. The level of theory is ωB97M-V/def2-TZVPD.

```
119
Properties=species:S:1:pos:R:3
Hf -0.67769 0.23074 -1.67922
C -2.56583 -4.65158 -3.51197
C -1.88161 -3.31396 -3.79472
C -2.95459 -2.22923 -3.94432
C -1.10403 -3.38069 -5.11588
P -0.74865 -2.70706 -2.43052
C -1.66576 -3.26642 -0.91621
N -2.59087 -2.22918 -0.53575
B -2.33549 -0.81343 -0.59819
N -3.56359 -0.22744 -0.11120
C -3.89096 1.16839 0.01567
P -2.77516 2.15122 -1.07821
C -2.66219 3.76640 -0.17843
C -3.98690 4.22663 0.42831
C -2.07771 4.84103 -1.10582
C -1.64474 3.51196 0.95034
C -3.73013 2.26340 -2.68201
C -2.76793 2.77126 -3.77008
C -4.12849 0.83579 -3.04821
C -4.98057 3.13908 -2.63862
C -4.46424 -1.23143 0.23827
C -5.74567 -1.15606 0.76981
C -6.41784 -2.34527 1.01849
C -5.82116 -3.57914 0.75123
C -4.53618 -3.65828 0.23213
C -3.86293 -2.47077 -0.02665
C 0.83476 -3.68203 -2.27283
C 1.77577 -3.34581 -3.44298
C 0.62164 -5.19161 -2.19265
C 1.50881 -3.17606 -0.98379
H -3.04892 -4.98738 -4.43396
H -3.34968 -4.55689 -2.75873
H -1.87431 -5.43267 -3.20223
H -3.65969 -2.52839 -4.72594
H -2.50354 -1.28555 -4.25642
H -3.51992 -2.07499 -3.02272
H -1.81809 -3.43869 -5.94226
H -0.47113 -4.26603 -5.16966
H -0.48350 -2.49515 -5.27419
H -0.94284 -3.45872 -0.12448
H -2.19431 -4.19736 -1.10197
H -3.74996 1.50060 1.04633
H -4.93771 1.35412 -0.23949
H -4.75043 4.41755 -0.32026
H -3.80394 5.16521 0.95940
H -4.38393 3.51373 1.15211
H -2.79981 5.17355 -1.85125
H -1.17590 4.49907 -1.61881
H -1.80519 5.71284 -0.50428
H -1.98126 2.73666 1.64390
H -1.50725 4.43371 1.52244
H -0.67329 3.21891 0.54665
H -1.86329 2.16214 -3.83918
H -2.44887 3.79777 -3.60486
H -3.27008 2.72938 -4.73978
H -3.25689 0.18336 -3.14047
H -4.61920 0.84552 -4.02506
H -4.80907 0.37521 -2.33022
H -4.73996 4.19199 -2.49875
H -5.67422 2.83074 -1.85301
H -5.50598 3.05031 -3.59351
H -6.21176 -0.20361 0.99134
H -7.41779 -2.31485 1.43136
H -6.36731 -4.49050 0.95724
H -4.08018 -4.62272 0.04422
H 1.44648 -3.78775 -4.37788
H 2.76885 -3.74654 -3.22367
H 1.87950 -2.27319 -3.59067
H 0.29036 -5.60319 -3.14589
H -0.09919 -5.47228 -1.42083
H 1.57466 -5.66921 -1.94574
H 1.47219 -2.08773 -0.89237
H 2.56424 -3.45896 -1.00508
H 1.06901 -3.61685 -0.08761
F 2.57399 -1.95052 3.98507
C 2.83357 -0.78238 3.36685
C 2.11081 -0.46292 2.26078
C 2.36199 0.72926 1.56978
C 1.60943 1.05711 0.37946
O 0.81399 0.16793 -0.08030
C 1.83495 2.32895 -0.17901
C 2.83044 3.11555 0.33936
N 3.61257 2.76847 1.36855
C 4.70648 3.64397 1.76705
C 6.11269 3.15724 1.57371
C 5.56372 4.24156 0.69861
C 3.36353 1.58105 2.04491
C 4.08301 1.23900 3.19543
C 3.85193 0.05319 3.86909
N 4.60768 -0.25655 5.01971
C 4.22147 -1.34302 5.92414
C 5.07665 -1.24479 7.19620
N 5.48253 0.19108 7.38253
C 6.47010 0.60544 6.31678
C 6.05248 -0.06118 5.00291
C 1.05790 2.91459 -1.32392
O 1.33487 4.01176 -1.75109
O 0.07273 2.17212 -1.72794
H 1.34668 -1.14053 1.90259
H 3.01564 4.07776 -0.11939
H 4.47911 4.24920 2.63510
H 6.24144 2.18051 1.12440
H 6.84996 3.41579 2.32222
H 5.34749 3.98985 -0.33112
H 5.90472 5.25520 0.84948
H 4.82361 1.93071 3.57213
H 4.36305 -2.33656 5.49568
H 3.16989 -1.23569 6.17757
H 5.99428 -1.82414 7.13303
H 4.52081 -1.57348 8.06956
H 5.86869 0.35143 8.31251
H 4.64678 0.76992 7.28984
H 7.46036 0.28643 6.63402
H 6.44772 1.69084 6.26055
H 6.56497 -1.02170 4.88441
H 6.35499 0.56265 4.16891
S 3.26277 0.26603 -2.79327
C 1.71454 0.14425 -3.15764
N 0.55603 0.01097 -3.40896
```

Output
Kohn-Sham gap	6.29	eV
HOMO level	-11.47	eV
charge	+2

Mulliken population analysis, charges in e, atoms 1 to 4: Hf 1.49; C -1.88; C 2.12; C -1.89